DFT (wB97M-V/def2-TZVPD) results for a cluster of 12 separate species, C4H31NO11 in total in a non-equilibrium geometry.

```
47
Properties=species:S:1:pos:R:3:forces:R:3:mulliken_charge:R:1
N -1.85409 1.13445 1.77201 -0.323 0.296 0.068 -0.44
C -1.75410 -0.05154 2.63888 0.296 -0.174 0.144 -1.01
C 0.65129 -2.83359 1.38199 0.432 0.425 0.103 -0.68
C 0.13419 -1.64622 2.14689 -0.025 -0.163 -1.012 -0.04
C -1.09579 -1.20484 1.93313 -0.590 0.684 0.403 -0.11
H -1.90147 0.94396 0.77253 -0.186 -0.385 0.088 0.15
H -2.68463 1.66438 2.00493 0.056 0.095 -0.006 0.22
H -2.73937 -0.37464 2.98936 -0.052 0.011 -0.084 0.39
H -1.18853 0.22142 3.53254 0.098 -0.010 -0.025 0.32
H 0.72656 -3.66590 2.08447 -0.039 -0.285 -0.320 0.39
H 0.01076 -3.04608 0.52596 0.098 -0.300 0.686 -0.18
H 1.65603 -2.65651 0.98507 0.065 0.052 0.194 0.24
H 0.82711 -1.12816 2.79802 -0.206 0.010 0.361 0.59
H -1.77463 -1.65846 1.21503 0.333 -0.349 -0.137 0.21
H -2.38294 -3.37820 -0.85944 -0.013 -0.023 -0.044 0.30
H -1.34764 -4.44409 -1.23033 -0.089 0.017 0.073 0.26
O -1.53252 -3.74430 -0.59065 -0.291 -0.266 -0.306 -0.63
H -2.77406 -0.62127 -2.71815 0.222 0.125 0.084 0.34
H -1.91065 -0.69818 -3.97938 -0.079 -0.021 0.022 0.32
O -2.25211 -1.23752 -3.25543 -0.191 -0.007 -0.209 -0.71
H -2.40381 1.90117 -1.59614 -0.074 0.367 -0.100 0.29
H -1.32896 0.80820 -1.66676 -0.326 0.495 0.216 0.49
O -2.25520 0.99098 -1.34879 0.188 -0.659 -0.028 -0.73
H 2.04728 1.49898 3.46935 -0.142 0.009 0.331 0.33
H 2.46201 0.48977 2.52145 0.038 -0.294 0.141 0.29
O 2.42751 0.61199 3.48087 0.115 0.249 -0.444 -0.65
H 1.01438 1.35552 -2.04560 -0.370 0.495 -0.069 0.44
H 0.49268 -0.04838 -1.91182 -0.488 0.136 -0.387 0.32
O 0.23122 0.82841 -2.27882 0.875 -0.566 0.281 -0.69
H 3.53453 -1.05867 -2.06772 0.077 -0.038 -0.232 0.32
H 2.54358 -2.08173 -1.56280 -0.046 -0.120 -0.169 0.34
O 3.48859 -1.95595 -1.72257 -0.204 0.255 0.302 -0.66
H -0.26538 1.72875 1.77234 0.114 -0.055 -0.154 0.55
H 0.84450 1.54999 0.68247 0.142 -0.112 0.208 0.25
O 0.68701 1.93237 1.55915 0.098 0.217 0.215 -0.74
H 0.86413 3.84792 -1.32561 -0.228 -0.070 -0.321 0.44
H 0.57933 3.46594 -2.81328 -0.086 0.083 0.108 0.27
O 1.28138 3.56693 -2.16586 0.373 -0.083 0.114 -0.69
H 3.00079 1.82042 -0.36959 0.239 -0.164 -0.015 0.27
H 2.96394 0.24035 -0.30373 0.270 0.187 0.091 0.22
O 2.43808 1.04088 -0.40521 -0.293 -0.164 -0.201 -0.56
H -0.93781 4.13267 0.41400 0.048 0.114 -0.160 0.27
H 0.36307 3.51040 0.91922 -0.062 -0.006 -0.444 0.43
O 0.00311 4.10378 0.21153 -0.075 0.154 0.519 -0.70
H -0.72602 -1.63740 -2.46233 0.093 -0.116 0.218 0.23
H -0.22113 -2.44268 -1.24147 -0.096 0.270 -0.231 0.39
O 0.05778 -1.77531 -1.88973 0.305 -0.316 0.127 -0.65
```
Forces are in eV/Å.

Values from the calculation:
charge: 0
2S+1: 1
relative energy (zero: lowest compared OMol25 entry of this formula, charge and spin): 1.175 eV
SMILES: C/C=C/CN.O.O.O.O.O.O.O.O.O.O.O



DFT (wB97M-V/def2-TZVPD) results for the ion C5H8N3O2 with charge +1 in a non-equilibrium geometry.

```
18
Properties=species:S:1:pos:R:3:forces:R:3:mulliken_charge:R:1
C 1.96424 1.15704 0.11860 -2.625 0.151 1.429 -0.59
C 3.00146 0.32234 -0.25251 2.500 -0.536 -1.542 -0.19
C 0.95663 0.22237 0.33344 0.866 3.304 -0.343 0.27
C -2.22607 -0.84706 -0.53985 -0.057 -2.470 0.916 -0.23
C -0.48973 0.40867 0.59201 0.534 -0.356 1.068 0.20
N 2.65719 -0.94263 -0.34493 1.203 0.336 -0.083 -0.40
N -1.15184 0.89549 -0.53424 1.056 4.446 -3.218 -0.34
N -1.07613 -0.94395 0.51298 -1.897 -1.899 3.378 -0.14
O 1.35239 -0.98151 0.03195 -0.106 -0.933 0.039 -0.20
O -2.46189 0.45604 -0.47248 -1.153 1.697 -0.157 -0.27
H 1.85977 2.25186 0.29651 0.477 -1.219 -0.290 0.36
H 4.02990 0.59578 -0.58979 -1.053 -0.326 0.548 0.40
H -1.70986 -1.22573 -1.39620 -0.188 0.107 -1.125 0.34
H -3.12971 -1.43661 -0.27045 0.801 0.354 0.044 0.36
H -0.65609 0.95524 1.54241 -0.323 -0.644 -0.210 0.34
H -1.07745 1.92781 -0.77747 -0.475 -1.834 0.686 0.31
H -1.51855 -1.20477 1.43021 0.682 0.165 -0.883 0.39
H -0.32426 -1.61038 0.31983 -0.243 -0.343 -0.256 0.38
```
Forces are in eV/Å.

Values from the calculation:
charge: +1
2S+1: 1
relative energy (zero: lowest compared OMol25 entry of this formula, charge and spin): 4.538 eV
SMILES: c1cc([C@H]2NOC[NH2+]2)on1



DFT (wB97M-V/def2-TZVPD) results for a cluster of 5 separate species, C40H84O21P4 in total in a non-equilibrium geometry.

```
149
Properties=species:S:1:pos:R:3:forces:R:3:mulliken_charge:R:1
C -7.45254 -0.19821 2.53649 -0.555 -1.173 0.472 -0.42
C -7.59635 -1.01077 3.93839 0.532 2.753 2.891 0.64
O -7.37655 -0.31576 4.99149 -0.842 -3.381 -4.121 -0.56
O -7.94433 -2.38780 4.00178 1.626 2.432 -0.113 -0.33
C -7.57962 -2.94934 5.29555 -0.495 -0.846 1.842 -0.40
C -7.68209 -4.55295 5.33532 -0.442 -0.116 -0.227 -0.53
C -6.52735 -5.22110 6.26165 -0.633 0.708 -0.861 -0.39
C -6.87006 -6.75659 6.56890 -0.610 0.646 0.230 -0.56
C -6.07803 -7.37277 7.81108 -0.125 0.291 0.194 -0.81
C -4.53650 -7.70388 7.52066 -0.666 -0.106 -1.405 -0.22
C -4.26565 -9.17545 6.98669 3.173 -1.594 0.686 0.34
C -3.00160 -9.83283 7.15443 -3.153 0.433 -1.153 -0.09
C -1.68545 -9.31437 7.89343 -0.968 -0.718 0.263 -0.81
C -1.51695 -10.16116 9.26591 0.630 -0.711 0.275 0.54
C -1.19897 -11.71737 9.00111 -1.110 -0.172 -0.492 -1.27
C -0.36318 -9.58784 10.22601 -0.498 0.144 -0.076 -1.11
C -3.20791 -11.24570 6.41367 2.594 -1.418 -0.200 0.16
O -2.32643 -12.05959 6.11409 -2.960 2.620 0.967 -0.52
O -4.57469 -11.48293 6.06705 2.192 2.984 1.054 -0.28
C -5.18878 -10.19945 6.21863 -3.063 -0.176 -0.810 0.50
O -6.33354 -10.11006 5.75639 3.617 0.563 1.741 -0.53
H -6.41798 0.28770 2.53028 -1.472 -0.947 0.012 -0.07
H -8.22190 0.64815 2.52260 1.022 -1.347 0.184 0.29
H -7.62581 -0.89300 1.64737 0.391 1.070 1.166 0.27
H -8.31972 -2.53104 6.06449 1.189 -0.506 -1.012 0.22
H -6.53870 -2.64006 5.63337 -1.248 -0.160 -0.773 0.29
H -8.70629 -4.84886 5.76833 1.488 0.473 -0.620 0.31
H -7.67143 -4.97321 4.26909 0.199 0.583 1.466 0.27
H -5.55119 -5.07720 5.67307 -1.201 -0.342 1.071 0.23
H -6.49150 -4.56347 7.20344 0.125 -1.212 -1.115 0.27
H -7.98949 -6.77528 6.84819 1.657 -0.040 -0.385 0.38
H -6.78799 -7.36052 5.60481 0.115 0.611 1.383 0.22
H -6.65437 -8.28858 8.19427 1.016 1.239 -0.565 0.37
H -6.11052 -6.58173 8.64777 0.029 -1.208 -1.192 0.33
H -3.85742 -7.46951 8.40432 -1.014 -0.624 -1.104 0.31
H -4.21174 -6.99278 6.67143 -0.362 -1.011 1.266 0.23
H -0.76473 -9.41048 7.21408 -1.400 0.073 1.014 0.36
H -1.85749 -8.21434 8.17885 0.344 -1.638 -0.616 0.30
H -2.51327 -10.10222 9.82032 1.267 -0.028 -0.777 0.33
H -0.53615 -11.88179 8.07814 -0.869 0.326 1.473 0.26
H -2.20381 -12.23529 8.77928 1.644 0.556 0.253 0.26
H -0.75172 -12.24861 9.91179 -0.597 0.989 -1.255 0.41
H 0.13286 -8.70489 9.70780 -0.279 -1.168 0.863 0.31
H 0.37665 -10.42173 10.50472 -0.941 1.478 -0.635 0.29
H -0.82379 -9.22574 11.20454 0.655 -0.340 -1.301 0.25
O 0.00002 0.72257 2.61571 0.078 2.273 3.837 -0.70
P -1.10060 1.78668 2.59236 -2.490 -3.002 -8.334 1.16
O -2.33206 0.76185 2.18299 0.070 0.311 0.996 -0.18
C -2.85062 -0.10483 3.18186 -0.324 -0.100 0.103 -0.38
C -3.86201 0.62089 4.04735 0.005 0.001 0.218 -0.88
O -0.76055 2.31426 1.05374 0.242 1.075 1.102 -0.38
C 0.59353 2.45217 0.62930 0.304 -0.307 -0.468 -0.34
C 0.93520 1.34137 -0.34465 0.007 -0.157 -0.083 -1.08
O -2.28330 3.01900 2.64912 2.088 -0.742 2.600 -0.44
C -1.83505 4.37314 2.57451 -0.075 0.699 0.033 -0.25
C -2.37553 5.00012 1.30453 -0.053 -0.174 -0.317 -1.02
H -2.03973 -0.51922 3.78921 0.006 -0.053 -0.061 0.32
H -3.33816 -0.93596 2.66582 0.125 0.059 -0.100 0.30
H -3.37257 1.40363 4.63328 -0.076 -0.041 0.039 0.32
H -4.35207 -0.07271 4.73580 0.007 0.078 -0.019 0.35
H -4.62448 1.10876 3.43671 0.091 -0.065 0.015 0.07
H 1.28049 2.46111 1.47870 -0.069 -0.134 -0.036 0.44
H 0.68664 3.42011 0.12784 -0.136 0.013 0.026 0.31
H 0.79216 0.35823 0.10759 0.064 0.107 0.161 0.33
H 1.97117 1.42482 -0.68162 -0.085 0.039 -0.046 0.27
H 0.27886 1.38700 -1.21772 0.106 0.130 0.030 0.26
H -0.74280 4.43309 2.61016 -0.063 0.015 -0.082 0.26
H -2.22820 4.90409 3.44564 0.087 -0.069 0.021 0.38
H -1.97350 4.50519 0.41833 0.066 0.000 0.138 0.15
H -2.11959 6.06101 1.25253 -0.037 -0.053 0.111 0.41
H -3.46264 4.89426 1.25499 0.071 0.081 0.125 0.31
O 2.59453 2.77983 -3.18701 -3.427 2.035 -1.915 -0.56
P 2.98640 3.18193 -4.61089 8.275 -3.888 1.396 1.03
O 3.58622 1.70276 -5.04186 -0.881 0.264 -0.370 -0.31
C 2.66699 0.65469 -5.31746 -0.059 -0.287 -0.182 -0.25
C 2.14703 0.75766 -6.73814 -0.156 0.029 -0.134 -1.02
O 4.43808 3.87072 -4.18513 -0.960 1.091 -0.452 -0.39
C 4.52692 4.66988 -3.00883 0.317 -0.122 0.474 -0.32
C 5.28013 3.90875 -1.93427 0.068 -0.102 0.073 -1.17
O 3.35161 3.65900 -6.21271 -3.117 0.354 1.387 -0.33
C 3.44992 5.05328 -6.48343 0.160 0.622 -0.428 -0.25
C 4.87916 5.37637 -6.88977 0.221 -0.137 0.122 -1.06
H 1.84373 0.66695 -4.59617 0.050 -0.031 0.043 0.22
H 3.20562 -0.28734 -5.19096 0.062 0.135 0.087 0.32
H 1.53306 1.65407 -6.86235 -0.023 -0.067 -0.023 0.24
H 1.53735 -0.11359 -6.99189 0.025 0.058 0.027 0.42
H 2.97299 0.83241 -7.44887 -0.029 -0.064 0.094 0.23
H 3.53918 4.97830 -2.65875 0.044 -0.146 0.026 0.39
H 5.07718 5.57977 -3.26715 -0.007 -0.039 -0.133 0.34
H 4.78777 2.96392 -1.69825 -0.127 0.120 -0.025 0.24
H 5.35768 4.50172 -1.01951 0.017 -0.016 -0.053 0.40
H 6.28838 3.66346 -2.27879 -0.050 0.115 0.011 0.25
H 3.14568 5.64934 -5.61747 0.096 0.007 -0.051 0.26
H 2.76654 5.28344 -7.30516 -0.021 0.013 0.087 0.38
H 5.57622 5.18207 -6.07207 -0.175 0.020 0.035 0.17
H 4.97438 6.42521 -7.18048 -0.098 -0.070 -0.039 0.42
H 5.19638 4.74629 -7.72523 -0.162 0.096 -0.026 0.32
O 13.17390 4.17604 -5.65077 -1.972 2.496 -3.009 -0.70
P 11.65742 4.21724 -5.44296 0.860 -5.161 7.266 1.10
O 11.67762 4.66445 -3.85112 -0.278 0.550 -0.903 -0.33
C 12.00356 6.00952 -3.53078 -0.062 0.288 0.218 -0.33
C 10.78749 6.90411 -3.67344 -0.100 0.160 -0.092 -0.97
O 11.48514 2.58058 -5.20750 -0.598 0.494 -1.208 -0.36
C 12.24072 1.66526 -5.99548 0.395 -0.349 0.199 -0.29
C 13.33252 1.04467 -5.14465 0.096 -0.042 0.110 -1.25
O 9.95298 4.31196 -5.36728 2.021 1.737 -2.181 -0.31
C 9.20463 3.64090 -6.38254 -0.573 -0.205 -0.353 -0.21
C 8.38585 2.53776 -5.74281 0.083 -0.193 0.296 -0.99
H 12.82775 6.36430 -4.15768 0.038 -0.042 0.047 0.29
H 12.34689 6.01926 -2.49366 0.014 -0.155 -0.087 0.32
H 10.47873 6.97482 -4.72015 0.007 0.055 0.044 0.24
H 11.00335 7.91257 -3.31055 -0.001 -0.060 -0.035 0.41
H 9.94070 6.49923 -3.11489 0.116 0.014 0.016 0.23
H 12.65546 2.14842 -6.88303 0.067 0.022 0.141 0.37
H 11.55752 0.88400 -6.34204 -0.109 0.079 0.058 0.35
H 13.99585 1.80680 -4.73261 -0.040 0.048 -0.170 0.29
H 13.92882 0.34032 -5.73012 -0.043 0.018 0.029 0.39
H 12.89549 0.51212 -4.29575 -0.028 -0.013 -0.126 0.30
H 9.86113 3.24266 -7.16256 -0.049 -0.038 0.066 0.31
H 8.53940 4.37436 -6.84643 0.102 0.007 -0.032 0.35
H 9.02843 1.77620 -5.29684 0.058 0.108 -0.119 0.31
H 7.73824 2.05386 -6.47762 -0.005 0.139 0.016 0.39
H 7.76802 2.93662 -4.93371 -0.056 0.051 -0.180 0.11
O -2.95518 3.00119 -3.29604 0.115 -1.312 -4.192 -0.65
P -4.35997 2.95103 -3.90358 -3.415 3.021 7.773 1.09
O -4.80672 4.49701 -3.52153 0.244 -0.428 -0.963 -0.31
C -4.25324 5.56626 -4.27498 -0.070 0.311 -0.143 -0.29
C -5.01764 5.76144 -5.57000 -0.002 0.002 -0.209 -1.00
O -5.06806 2.19213 -2.60570 0.043 -0.748 -1.316 -0.39
C -4.36962 1.15621 -1.91755 0.206 0.068 0.637 -0.64
C -3.90019 1.66872 -0.56970 0.005 -0.035 0.033 -0.62
O -5.86652 2.79513 -4.69586 3.046 -0.462 -1.476 -0.35
C -6.34095 1.47528 -4.96501 -0.405 -0.457 -0.268 -0.21
C -7.61801 1.24341 -4.18226 -0.090 0.117 0.329 -1.13
H -3.19057 5.38896 -4.46912 0.009 0.018 0.071 0.27
H -4.33331 6.46717 -3.66203 0.001 -0.151 0.087 0.32
H -4.88046 4.90369 -6.23431 0.003 0.067 -0.019 0.24
H -4.67335 6.65823 -6.09208 -0.008 -0.060 0.028 0.41
H -6.08898 5.85149 -5.37799 0.104 0.040 0.045 0.24
H -3.53466 0.77467 -2.50971 0.013 0.138 0.070 0.38
H -5.06819 0.32644 -1.77131 -0.105 0.068 -0.102 0.40
H -3.24920 2.53740 -0.67875 0.082 -0.143 -0.096 0.08
H -3.35858 0.89209 -0.02571 -0.014 0.115 0.001 0.28
H -4.75475 1.98788 0.03411 -0.004 -0.108 -0.043 0.26
H -5.58519 0.72300 -4.71868 -0.093 0.020 0.049 0.27
H -6.54610 1.40549 -6.03663 0.106 -0.004 0.030 0.38
H -7.43309 1.27898 -3.10696 0.120 -0.025 -0.113 0.24
H -8.05459 0.27172 -4.42490 0.050 0.076 -0.092 0.38
H -8.35015 2.02581 -4.39927 0.064 -0.099 -0.133 0.33
```
Forces are in eV/Å.

Values from the calculation:
charge: 0
2S+1: 1
SMILES: CC(=O)OCCCCCCC1=C(CC(C)C)C(=O)OC1=O.CCOP(=O)(OCC)OCC.CCOP(=O)(OCC)OCC.CCOP(=O)(OCC)OCC.CCOP(=O)(OCC)OCC



DFT (wB97M-V/def2-TZVPD) results for the molecule C5H9ClSi in a non-equilibrium geometry.

```
16
Properties=species:S:1:pos:R:3:forces:R:3:mulliken_charge:R:1
C -1.43534 0.55066 -0.30932 -2.757 1.550 -1.643 -0.05
C -0.52554 1.30521 0.22628 2.606 0.315 0.829 -0.64
C -1.31695 -0.90180 -0.21040 1.131 -0.690 1.969 -0.26
C 0.17598 -1.18430 0.16582 1.868 -1.623 -0.637 -0.72
C 1.06219 -0.13998 0.88258 -4.829 1.971 1.433 -0.28
Si 2.37005 0.80408 -0.00702 -1.737 -1.030 -1.031 0.43
Cl 4.06426 -0.35281 -0.12255 0.483 0.222 0.160 -0.27
H -2.38522 1.01555 -0.91259 2.318 -1.046 1.719 0.22
H -0.48571 2.41160 0.25953 0.179 -0.875 0.098 0.32
H -1.94463 -1.27615 0.66996 0.245 0.114 -1.764 0.28
H -1.38756 -1.35823 -1.19210 -1.023 -0.544 0.231 0.24
H 0.20505 -2.27635 0.61381 0.388 2.178 -0.831 0.28
H 0.71256 -1.14497 -0.81843 -0.627 -0.993 0.449 0.23
H 0.89058 -0.05257 2.00369 0.502 -0.196 -1.349 0.40
H 2.47316 2.14902 0.56511 0.466 0.051 -0.059 -0.11
H 1.73777 0.68216 -1.38594 0.786 0.595 0.426 -0.09
```
Forces are in eV/Å.

Values from the calculation:
charge: 0
2S+1: 1
relative energy (zero: lowest compared OMol25 entry of this formula, charge and spin): 3.545 eV



| no. | lowest unoccupied orbital energy (Eh) | Kohn-Sham gap (eV) |
| --- | --- | --- |
| 1 | 0.0040 | 9.435 |
| 2 | -0.1203 | 10.735 |
| 3 | -0.0600 | 8.224 |
| 4 | 0.0208 | 9.819 |